DFT (wB97M-V/def2-TZVPD) results for one molecule with the formula C2H3NO2S at a distorted geometry.

The geometry in ORCA input format:
```
! wB97M-V def2-TZVPD RIJCOSX def2/J DEFGRID3
* xyz 0 1
S 2.61809 0.35613 -0.01910
O -0.96614 -1.21076 -0.10158
O -0.21817 2.24748 -0.03672
N -0.07991 -0.07494 -0.04008
C 1.19938 -0.48290 -0.15671
C -0.75873 1.20560 -0.09942
H -1.80716 0.89427 -0.09701
H -1.17043 -1.36100 0.80914
H 1.18307 -1.57388 -0.25852
*
```

Computed properties:
Structure (SMILES) ... O=CN(O)C=S
Largest force on an atom ... 2.5 eV Å⁻¹
LUMO ... -0.33 eV
Energy relative to the best compared isomer or geometry (same formula, charge and spin) ... 3.0770 eV
Energy ... -681.34624 hartree
HOMO-LUMO gap ... 8.5 eV


DFT (wB97M-V/def2-TZVPD) results for C27H45ClN5OTc as an isolated structure at a distorted geometry.

The geometry in ORCA input format:
```
! wB97M-V def2-TZVPD RIJCOSX def2/J DEFGRID3
* xyz -2 5
Tc -0.53773 0.23039 -1.08336
Cl 1.06413 -1.31979 -1.49951
O -1.96828 -0.79648 -0.43097
N -0.85318 1.85090 1.18866
N 0.42758 0.24342 1.91301
N -0.69322 -0.32086 -6.65321
N -2.21369 -1.67618 0.60001
N 0.36230 -2.07043 -5.98077
C -2.34358 -3.89243 1.38191
C 2.68903 -0.24154 1.11657
C -1.55353 2.84384 0.39607
C -1.23794 1.05710 -6.75959
C -2.74515 -1.19129 1.74934
C 0.05033 0.90260 0.74160
C -2.26800 1.26796 -5.67027
C -0.21368 -0.96260 -7.77320
C -0.08666 2.04728 -6.57443
C -1.02321 2.77075 -1.00863
C -0.24510 0.78116 2.97399
C -0.99266 1.81137 2.53420
C 1.21061 -3.01384 -5.19926
C -1.88554 1.23914 -8.13225
C -2.91269 -3.43878 2.56986
C -0.31733 -0.97888 -5.52245
C 1.17771 -2.09593 1.75342
C -3.05035 2.53238 0.41497
C -3.04672 -2.07042 2.76834
C 1.58082 -0.66797 2.06603
C 2.10781 -0.65934 3.50222
C -1.35216 4.23851 0.99129
C 0.49634 -3.36672 -3.91889
C 0.44550 -2.05250 -7.36170
C 1.42612 -4.28922 -6.00614
C 2.54123 -2.31616 -4.90056
C -1.99911 -3.00075 0.38969
H -0.09122 0.44968 3.97943
H 0.46666 -4.72551 -6.29681
H -2.21352 -4.94623 1.18684
H -0.28838 4.47146 1.06139
H -2.40278 2.20756 -8.17113
H 3.20735 -3.00343 -4.37146
H 3.00560 -1.29131 3.53157
H 0.05094 3.00684 -1.07760
H 1.16284 -3.99812 -3.31779
H 2.04682 -4.13588 -6.89363
H -0.42429 -3.91678 -4.12548
H -0.31924 -0.60226 -8.77835
H 1.03112 -2.19746 0.67676
H 0.68938 1.91447 -7.33707
H 1.38757 -1.09351 4.21136
H -2.64141 0.46809 -8.31175
H 1.93574 -5.03125 -5.37937
H 0.27096 -2.46133 -3.35149
H -1.81781 4.98865 0.33510
H 2.41152 0.34147 3.82490
H -3.55645 3.20799 -0.29223
H 2.35911 -0.38130 0.08279
H -2.54509 2.33196 -5.66859
H -1.50533 -3.26979 -0.54113
H -1.55079 3.55153 -1.57266
H 2.38024 -1.43810 -4.26518
H -1.59755 2.51734 3.08670
H 0.98317 -2.76060 -7.94715
H -0.46884 3.07066 -6.65916
H -3.25047 1.49939 0.09946
H -1.15332 1.23615 -8.94784
H -1.86145 0.98654 -4.69064
H 2.97446 0.79741 1.28029
H 3.54981 -0.89932 1.27120
H 0.26946 -2.39806 2.28223
H -1.80661 4.33435 1.98476
H -2.87245 -0.11213 1.81049
H 2.00357 -2.75483 2.04034
H 0.36135 1.92751 -5.57924
H 3.04600 -2.00515 -5.82204
H -3.44328 -1.65826 3.68624
H -3.23592 -4.11619 3.34069
H -3.49212 2.68938 1.40454
H -3.17009 0.68839 -5.88544
H -1.39263 1.81823 -1.55603
*
```

Computed properties:
Largest force on an atom ... 4.2 eV Å⁻¹
LUMO (spin up / spin down) ... 4.19 / 4.12 eV
Energy relative to the best compared isomer or geometry (same formula, charge and spin) ... 0.0000 eV
Energy ... -1945.53221 hartree
HOMO-LUMO gap (spin up / spin down) ... 1.4 / 4.2 eV
⟨S²⟩ ... 6.116


DFT (wB97M-V/def2-TZVPD) results for C39H64Ge2N5O5P2V as an isolated structure at a distorted geometry.

The geometry in ORCA input format:
```
! wB97M-V def2-TZVPD RIJCOSX def2/J DEFGRID3
* xyz 3 2
Ge -1.34583 -2.00937 1.02946
Ge -3.30349 0.12546 -0.66333
V -0.74643 0.47168 0.57222
P 1.72391 3.02348 -0.18901
P 0.58066 -1.54791 -2.60379
O -0.21554 -2.79127 -2.75339
O -0.90023 1.58218 -0.64291
O -2.30738 2.68019 -1.96281
O 0.42434 -0.65349 -1.39646
O 1.99921 -0.39051 1.48018
N -0.91043 -1.39294 -4.82538
N -1.32419 1.92257 2.01616
N 2.99138 -0.68835 -1.84939
N 3.98758 -1.13822 2.19552
N 0.25464 -0.78077 2.92836
C -2.79104 -0.50900 -2.49764
C 5.79201 1.52901 -1.84680
C -4.03299 -0.97725 -3.25860
C -3.92653 -5.61061 2.66712
C 2.10074 3.39825 1.58918
C 4.84139 2.12166 -2.67557
C -1.72546 2.57573 -0.91576
C 1.85451 4.73652 -0.84207
C -5.00074 -6.14397 1.97023
C 5.14956 -1.07515 3.08187
C 2.98129 5.51692 -0.57829
C -6.15570 0.78298 -0.73418
C 3.36583 2.44311 -0.77698
C -1.07150 -1.38406 3.03633
C 4.05377 -2.12049 1.12014
C -0.45412 -4.92901 0.94221
C 0.87591 6.58816 -2.03592
C -1.89608 3.56732 0.22970
C -5.49100 -5.48707 0.84996
C -3.84075 -3.74822 1.12838
C -2.35645 2.87301 1.51629
C 1.98191 7.36811 -1.74213
C -4.91380 -4.30333 0.42491
C -1.06186 -2.38241 4.18147
C 0.60843 -0.26601 1.73032
C 4.31392 1.82686 0.03508
C 2.43082 -1.85436 -2.56838
C -4.80229 1.47656 -0.86624
C 3.63210 2.55771 -2.14847
C 5.52249 1.37990 -0.49388
C 2.92737 -0.41124 2.42324
C -3.34868 -4.42751 2.24312
C 0.23331 -0.64556 -4.22543
C -0.03390 -3.49439 0.62976
C 3.04213 6.82449 -1.02686
C 0.81086 5.27446 -1.59050
C -3.28242 -2.44758 0.73447
C -4.02231 -1.46307 0.22833
C 2.85644 0.39363 3.67462
H -0.49758 2.47322 2.24859
H -0.58377 -5.08889 2.01110
H 3.04954 -0.22102 4.55558
H 2.54865 -2.75822 -1.96890
H -0.81289 -1.58139 -5.82277
H -0.92695 -2.29873 -4.27279
H 3.09234 -2.19891 0.61945
H -4.76018 -0.17045 -3.34368
H -2.07118 -1.31874 -2.36972
H -4.51016 -1.81343 -2.74764
H 4.13700 1.74493 1.10042
H -2.56764 3.63371 2.27187
H 3.81580 5.10548 -0.02361
H -2.63398 4.30754 -0.07216
H -0.70063 -1.90386 5.09564
H 3.08446 3.84899 1.71011
H -5.10663 -1.53386 0.22594
H 5.47711 -0.04809 3.23429
H 0.05725 6.99825 -2.61108
H 0.95170 -1.32919 3.42441
H 6.27395 0.95651 0.16168
H -0.05686 4.67040 -1.83041
H -5.44844 -7.07222 2.29558
H 6.74386 1.21661 -2.25324
H -0.41992 -3.23832 3.96069
H -1.38729 -5.18181 0.44378
H 4.93134 -1.51077 4.05781
H 5.06414 2.28165 -3.72254
H -4.74047 2.29385 -0.14795
H -5.28187 -3.81103 -0.46558
H 4.84360 -1.86247 0.41158
H -4.68202 1.91376 -1.85627
H -1.80348 -0.92414 -4.65385
H -3.28166 2.32282 1.34274
H 2.91265 3.05716 -2.78826
H 1.35958 4.12016 1.93677
H 0.30892 -5.62194 0.58544
H -2.31899 0.33893 -3.00134
H -2.06721 -2.74147 4.38540
H 2.90561 -2.01605 -3.53246
H 2.17402 -0.36846 -1.25976
H -6.32611 -5.89975 0.30148
H 1.89290 0.87767 3.78720
H 3.91802 7.42339 -0.81941
H 0.15887 -3.40513 -0.44094
H 4.30218 -3.09090 1.55162
H -3.53661 -6.12176 3.53685
H -1.65783 1.50412 2.88303
H 3.81716 -0.88004 -1.28584
H -1.82275 -0.61600 3.24836
H 2.02876 8.39440 -2.07829
H 1.10232 -0.70629 -4.87770
H -3.80142 -1.30894 -4.27519
H 0.89941 -3.25723 1.15590
H -0.01988 0.39983 -4.06299
H -6.33017 0.43262 0.28236
H 2.02769 2.49260 2.19152
H -0.93566 4.06635 0.39573
H -6.94696 1.49226 -0.97816
H -2.50891 -4.00263 2.77721
H 3.24354 0.10139 -2.45757
H 5.96453 -1.63625 2.63520
H -6.24819 -0.06171 -1.41624
H 3.63199 1.16460 3.66251
*
```

Computed properties:
Largest force on an atom ... 4.3 eV Å⁻¹
LUMO (spin up / spin down) ... -7.98 / -8.26 eV
Energy relative to the best compared isomer or geometry (same formula, charge and spin) ... 4.6075 eV
Energy ... -7954.10566 hartree
HOMO-LUMO gap (spin up / spin down) ... 6.3 / 5.9 eV
⟨S²⟩ ... 0.938


DFT (wB97M-V/def2-TZVPD) results for C42H40BF4N4O3P2ReS3 as an isolated structure at a distorted geometry.

The geometry in ORCA input format:
```
! wB97M-V def2-TZVPD RIJCOSX def2/J DEFGRID3
* xyz 1 2
Re 0.10056 -0.34184 -0.26399
S 3.02320 -4.20764 -0.30103
S 0.42498 -2.61164 -0.15255
S -0.42852 2.94164 -2.26409
P -2.13838 1.68100 1.08152
P -3.18907 0.22801 -1.23246
F -0.64091 1.06728 3.34637
F 0.40559 -0.41365 1.82763
F 1.51649 0.31593 3.72140
F -0.28395 -1.15579 3.91901
O -0.74115 1.43568 0.48327
O -1.89881 -0.54923 -0.90043
O 0.35602 -0.40939 -2.19171
N 2.84165 -1.59574 -0.46559
N -0.09389 5.27388 -3.48870
N 2.13413 -0.41651 -0.23090
N 1.56329 3.74827 -3.83062
C -6.94284 -0.99968 -0.26351
C 2.55309 0.56203 -2.33352
C -3.48828 -1.79521 2.79357
C 3.60628 1.03612 -3.11984
C 2.51189 0.14931 -5.05370
C -5.12658 -0.06499 3.12662
C 2.40233 -4.89200 1.29912
C -1.92070 4.37598 1.13903
C -2.21492 3.24752 1.91082
C 3.33824 -2.52077 4.10381
C -4.52235 1.66390 -4.76503
C 0.39114 4.04363 -3.24569
C -4.60266 -0.74924 -0.76489
C -4.72266 -1.38635 3.27729
C -2.53418 3.37277 3.26185
C 2.17210 -2.66581 -0.31592
C -2.64971 -0.88876 2.16281
C -6.77880 -2.37810 -0.21637
C 1.45068 -0.29395 -4.28097
C -1.96997 5.63168 1.72278
C 3.59320 0.82585 -4.48352
C -5.53071 -2.94606 -0.44907
C -4.44704 1.28626 -3.43572
C -3.48021 1.35195 -5.63389
C -3.20860 1.82174 -0.38686
C 2.44271 0.69595 -0.90133
C 4.16253 -4.97188 3.09586
C 4.40763 -3.18609 4.69017
C -2.30678 5.76021 3.06594
C -5.85703 -0.18302 -0.53870
C 4.81980 -4.41129 4.18474
C -2.37512 0.64863 -5.17804
C -4.29960 0.84190 2.48530
C 2.69174 -3.07817 3.00922
C -2.58364 4.63509 3.83367
C -3.32514 0.59279 -2.97401
C 3.09520 -4.30986 2.50132
C -2.29178 0.26363 -3.84487
C -3.04909 0.43335 2.00321
C -4.43879 -2.13561 -0.72511
C 1.45425 -0.08098 -2.91017
C 2.54845 1.98467 -0.18689
B 0.23987 -0.02268 3.33518
H 2.99735 -1.56966 4.49816
H 5.65603 -4.93237 4.63670
H -6.08248 0.26220 3.51556
H -1.63108 4.26752 0.09622
H -7.91890 -0.56103 -0.09087
H 2.05718 4.40752 -4.40648
H 4.45597 1.51409 -2.64209
H -5.26531 1.52753 -2.76194
H 4.91976 -2.74752 5.53973
H -7.62856 -3.01351 0.00285
H -0.97119 5.52668 -3.07637
H 1.59953 2.53401 -0.26638
H 2.78631 1.83035 0.86576
H 1.33108 -4.71248 1.33604
H -3.53690 1.65853 -6.67217
H -5.99473 0.89376 -0.56884
H -5.40911 -4.02214 -0.42221
H 1.95235 2.83086 -3.70135
H 4.41549 1.16857 -5.09948
H -5.39059 2.20203 -5.12671
H -2.78817 2.54515 -1.09017
H -5.36819 -2.09491 3.78401
H 2.57713 -5.96057 1.19953
H -1.68528 -1.23144 1.81690
H -2.34122 6.74387 3.52058
H -3.46233 -2.57164 -0.90490
H -1.74321 6.51075 1.13330
H 0.34629 5.91650 -4.12351
H 3.31295 2.59609 -0.67583
H -4.62724 1.86984 2.36555
H 1.85288 -2.55074 2.56046
H -1.56910 0.40552 -5.86067
H -4.21815 2.12384 -0.09863
H 4.48036 -5.93453 2.70364
H -3.16406 -2.82241 2.91618
H -1.43094 -0.27452 -3.47542
H 2.49992 -0.03294 -6.12237
H 0.60716 -0.81530 -4.72194
H -2.71140 2.49191 3.86801
H -2.83028 4.73984 4.88231
*
```

Computed properties:
Largest force on an atom ... 1.9 eV Å⁻¹
LUMO (spin up / spin down) ... -4.34 / -3.90 eV
Energy relative to the best compared isomer or geometry (same formula, charge and spin) ... 1.3732 eV
Energy ... -4449.23886 hartree
HOMO-LUMO gap (spin up / spin down) ... 5.8 / 6.3 eV
⟨S²⟩ ... 0.803


DFT (wB97M-V/def2-TZVPD) results for one molecule with the formula C4H5NO2 at a distorted geometry.

The geometry in ORCA input format:
```
! wB97M-V def2-TZVPD RIJCOSX def2/J DEFGRID3
* xyz 0 1
O 0.30719 -1.51958 -0.75198
O 2.39030 -0.72481 -0.37072
N 0.64167 1.43921 1.15223
C 1.21146 -0.55047 -0.36186
C 0.58278 0.78412 0.06518
C -1.46861 -0.03721 -0.45237
C -0.85800 -1.15819 -0.07791
H -1.36020 0.34526 -1.46185
H 0.42030 1.51059 -0.70021
H 1.17775 0.94382 1.84705
H -2.09170 0.52401 0.22951
H -0.96008 -1.64936 0.88822
*
```

Computed properties:
Structure (SMILES) ... [H]/N=C\C(=O)OC=C
Largest force on an atom ... 2.2 eV Å⁻¹
LUMO ... 0.37 eV
Energy relative to the best compared isomer or geometry (same formula, charge and spin) ... 3.2661 eV
Energy ... -360.54939 hartree
HOMO-LUMO gap ... 9.9 eV


> Which value of energy does entry 5 give?

-360.54939 hartree